No. 1
H4O2Si | wB97M-V/def2-TZVPD

Each line ends with the Mulliken charge.
Geometry (Å):
O1 -0.64270 0.59264 1.14341  -0.26
O2 -1.65099 1.47230 1.56039  -0.25
Si1 0.45905 -0.73084 -0.96072  0.31
H1 0.15651 1.09087 1.36433  0.38
H2 1.45916 0.27753 -1.26034  -0.07
H3 0.72360 -1.63527 0.13839  -0.06
H4 -0.50463 -1.06723 -1.98546  -0.05

Cartesian forces (eV/Å) of the 3 atoms listed first:
-2.069 1.397 1.112
1.683 -1.495 -0.887
-0.202 0.433 0.136

As for the LUMO energy (alpha / beta): -0.47 / -1.38 eV. Its energy relative to the best compared isomer or geometry (same formula, charge and spin) is 8.655 eV. Its multiplicity is 1. As for the max |F|: 2.7 eV/A. The highest occupied orbital energy (alpha / beta) comes out at -11.248 / -7.029 eV. Its total energy is -442.1144 Ha. The calculation puts the HOMO-LUMO gap (alpha / beta) at 10.77 / 5.65 eV. Its charge is 0.

=====

No. 2
C6H7N | wB97M-V/def2-TZVPD

Each line ends with the Mulliken charge.
Geometry (Å):
C1 1.92046 -0.19693 -0.31426  -1.24
C2 0.43244 -0.29251 -0.11778  0.62
C3 -0.86288 0.01565 -0.83984  -0.24
C4 -1.54907 0.99970 0.07502  -0.25
C5 -0.80571 -1.19451 -0.01113  -0.36
N1 -0.22806 -0.49714 1.14703  -0.55
C6 -0.90225 0.77731 1.22258  -0.46
H1 2.23388 0.66192 -0.92403  0.29
H2 2.24361 -1.11137 -0.80045  0.30
H3 2.44032 -0.11348 0.65210  0.32
H4 -0.91975 -0.02802 -1.92790  0.40
H5 -2.30812 1.70728 -0.19519  0.45
H6 -1.09309 -2.23276 -0.12696  0.36
H7 -0.66485 1.35393 2.09811  0.38

Cartesian forces (eV/Å) of the 3 atoms listed first:
-0.039 -0.460 -0.296
0.035 -2.169 -1.026
-0.473 0.433 -0.023

As for the SMILES: C[C@]12[C@@H]3C=CN1[C@@H]32. As for the LUMO energy: 1.09 eV. Its energy relative to the best compared isomer or geometry (same formula, charge and spin) is 4.825 eV. Its multiplicity is 1. As for the max |F|: 2.6 eV/A. The highest occupied orbital energy comes out at -8.191 eV. Its total energy is -287.4099 Ha. The calculation puts the HOMO-LUMO gap at 9.28 eV. Its charge is 0.

=====

Question: What is the formula in the first record?
Answer: H4O2Si

=====

Copy entry 2 word for word.
C6H7N | wB97M-V/def2-TZVPD

Each line ends with the Mulliken charge.
Geometry (Å):
C1 1.92046 -0.19693 -0.31426  -1.24
C2 0.43244 -0.29251 -0.11778  0.62
C3 -0.86288 0.01565 -0.83984  -0.24
C4 -1.54907 0.99970 0.07502  -0.25
C5 -0.80571 -1.19451 -0.01113  -0.36
N1 -0.22806 -0.49714 1.14703  -0.55
C6 -0.90225 0.77731 1.22258  -0.46
H1 2.23388 0.66192 -0.92403  0.29
H2 2.24361 -1.11137 -0.80045  0.30
H3 2.44032 -0.11348 0.65210  0.32
H4 -0.91975 -0.02802 -1.92790  0.40
H5 -2.30812 1.70728 -0.19519  0.45
H6 -1.09309 -2.23276 -0.12696  0.36
H7 -0.66485 1.35393 2.09811  0.38

Cartesian forces (eV/Å) of the 3 atoms listed first:
-0.039 -0.460 -0.296
0.035 -2.169 -1.026
-0.473 0.433 -0.023

As for the SMILES: C[C@]12[C@@H]3C=CN1[C@@H]32. As for the LUMO energy: 1.09 eV. Its energy relative to the best compared isomer or geometry (same formula, charge and spin) is 4.825 eV. Its multiplicity is 1. As for the max |F|: 2.6 eV/A. The highest occupied orbital energy comes out at -8.191 eV. Its total energy is -287.4099 Ha. The calculation puts the HOMO-LUMO gap at 9.28 eV. Its charge is 0.

=====

Question: Which formula does entry 1 have?
Answer: H4O2Si